(1)
DFT (ωB97M-V/def2-TZVPD) results for a cluster of 2 separate species, C11H18O in total at a distorted geometry.

The value obtained for the HOMO energy is -9.16 eV. The max |F| is 0.0714 Eh/bohr. The value obtained for the frontier orbital gap is 10.013 eV.

Geometry (Å):
C: 0.623 2.253 0.198
C: 1.318 1.242 0.263
C: 2.146 0.073 0.343
C: 3.382 0.088 1.218
C: 3.512 0.083 -0.274
O: 3.880 -1.098 -0.918
H: -0.011 3.102 0.155
H: 1.633 -0.887 0.273
H: 3.617 -0.836 1.736
H: 3.602 1.004 1.757
H: 3.813 1.003 -0.758
H: 4.824 -1.230 -0.767
C: -2.848 1.148 -0.386
C: -1.458 0.642 -0.037
C: -0.625 0.229 -1.276
C: -1.006 -1.237 -1.009
C: -1.385 -0.838 0.438
C: -2.584 -1.491 1.098
H: -3.342 0.479 -1.102
H: -2.792 2.142 -0.852
H: -3.475 1.231 0.507
H: -1.020 1.330 0.648
H: 0.435 0.390 -1.175
H: -0.928 0.664 -2.244
H: -1.895 -1.538 -1.584
H: -0.226 -2.014 -1.142
H: -0.499 -0.952 1.086
H: -2.803 -1.024 2.064
H: -3.488 -1.403 0.471
H: -2.401 -2.555 1.271

(2)
DFT (ωB97M-V/def2-TZVPD) results for a cluster of 13 separate species, C51H78O35 in total at a distorted geometry.

The value obtained for the HOMO energy is -7.69 eV. The max |F| is 0.0663 Eh/bohr. The value obtained for the frontier orbital gap is 8.091 eV.

Geometry (Å):
C: -5.147 -0.666 -1.526
O: -6.372 -0.686 -2.306
C: -6.243 -0.461 -3.560
O: -5.318 -0.072 -4.232
O: -7.480 -0.619 -4.079
C: -7.725 0.187 -5.269
H: -5.369 -1.185 -0.602
H: -4.887 0.349 -1.286
H: -4.329 -1.200 -2.044
H: -7.027 -0.088 -6.047
H: -7.749 1.255 -5.068
H: -8.727 -0.090 -5.559
C: 3.320 -0.488 2.922
O: 3.542 0.454 1.834
C: 3.393 1.732 2.115
O: 3.260 2.247 3.202
O: 3.534 2.419 0.989
C: 3.365 3.797 0.882
H: 2.286 -0.687 3.018
H: 3.766 -0.120 3.876
H: 3.866 -1.405 2.680
H: 4.233 4.232 1.295
H: 2.446 3.946 1.499
H: 3.142 4.135 -0.135
C: 7.434 -4.010 -1.204
O: 6.561 -3.875 -0.022
C: 5.263 -3.674 -0.280
O: 4.505 -3.556 0.628
O: 4.946 -3.423 -1.527
C: 3.570 -3.433 -1.808
H: 7.297 -4.891 -1.782
H: 8.477 -4.003 -0.899
H: 7.400 -3.163 -1.894
H: 3.055 -2.693 -1.312
H: 3.215 -4.418 -1.485
H: 3.435 -3.347 -2.891
C: -5.622 4.156 -1.953
O: -6.300 3.799 -0.719
C: -6.431 4.818 0.179
O: -6.272 5.986 0.015
O: -6.954 4.248 1.278
C: -7.490 5.217 2.267
H: -4.572 4.157 -1.796
H: -5.974 5.105 -2.407
H: -5.783 3.348 -2.685
H: -8.064 4.642 2.965
H: -7.958 5.989 1.679
H: -6.594 5.525 2.675
C: 0.674 -1.985 -4.094
O: 0.507 -2.739 -2.940
C: -0.740 -3.200 -2.721
O: -1.711 -2.913 -3.351
O: -0.750 -3.866 -1.551
C: -2.164 -3.921 -1.049
H: 0.161 -1.033 -3.954
H: 0.203 -2.501 -4.953
H: 1.775 -1.919 -4.339
H: -2.932 -3.942 -1.847
H: -2.231 -2.972 -0.434
H: -2.209 -4.823 -0.464
C: 4.538 -5.222 3.890
O: 3.818 -4.060 4.320
C: 3.462 -4.071 5.568
O: 3.579 -4.936 6.412
O: 2.846 -2.871 5.698
C: 2.224 -2.627 7.021
H: 3.863 -6.106 3.943
H: 5.393 -5.349 4.562
H: 4.997 -4.891 2.942
H: 1.273 -3.153 7.184
H: 2.030 -1.486 7.099
H: 2.943 -3.018 7.736
C: 0.844 -1.334 0.186
O: -0.475 -0.980 -0.183
C: -1.088 0.012 0.431
O: -2.290 0.115 0.366
O: -0.293 0.865 1.043
C: -0.788 2.032 1.725
H: 1.553 -0.701 -0.369
H: 0.951 -2.372 0.151
H: 0.872 -1.181 1.261
H: -1.802 2.223 1.368
H: -0.176 2.905 1.457
H: -0.718 1.912 2.796
C: 5.813 -7.784 0.624
O: 4.632 -7.535 1.415
C: 3.732 -6.675 0.883
O: 3.816 -6.144 -0.200
O: 2.750 -6.494 1.720
C: 1.697 -5.691 1.141
H: 6.091 -6.976 -0.079
H: 5.648 -8.602 -0.048
H: 6.602 -8.028 1.282
H: 0.769 -5.690 1.793
H: 1.561 -5.942 0.080
H: 2.099 -4.671 1.066
C: -2.460 3.485 5.435
O: -2.819 4.358 4.400
C: -3.634 3.950 3.298
O: -4.199 4.716 2.565
O: -3.733 2.673 3.271
C: -4.702 2.027 2.443
H: -2.465 2.434 5.005
H: -3.221 3.524 6.220
H: -1.507 3.673 5.920
H: -5.339 1.419 3.067
H: -4.137 1.254 1.829
H: -5.252 2.795 1.862
C: 6.518 2.579 -1.692
C: 6.135 2.952 -2.961
C: 5.114 2.244 -3.568
C: 4.473 1.180 -3.004
C: 4.869 0.812 -1.717
C: 5.831 1.587 -1.033
O: 6.202 1.351 0.245
O: 4.613 2.751 -4.820
H: 7.359 3.019 -1.211
H: 6.766 3.623 -3.521
H: 3.504 0.805 -3.392
H: 4.333 0.059 -1.267
H: 5.511 0.783 0.550
H: 5.219 3.343 -5.289
C: -0.955 -2.369 5.424
C: -1.080 -3.555 4.688
C: -1.570 -3.460 3.346
C: -1.821 -2.254 2.778
C: -1.622 -1.045 3.429
C: -1.129 -1.138 4.805
O: -0.817 0.010 5.565
O: -1.855 -4.506 2.566
H: -0.656 -2.274 6.474
H: -0.909 -4.513 5.184
H: -2.208 -2.247 1.744
H: -1.787 -0.082 2.926
H: -1.175 0.841 5.170
H: -1.285 -5.254 2.734
C: -2.419 5.981 -2.849
C: -1.302 5.214 -2.796
C: -0.615 5.020 -1.603
C: -1.097 5.542 -0.417
C: -2.310 6.321 -0.432
C: -2.878 6.642 -1.622
O: -4.051 7.336 -1.745
O: 0.552 4.372 -1.503
H: -2.982 6.105 -3.777
H: -0.880 4.863 -3.746
H: -0.739 5.161 0.485
H: -2.474 6.830 0.559
H: -4.616 7.201 -0.939
H: 0.742 3.757 -2.242
C: 0.058 1.663 -5.906
C: -1.030 1.054 -6.452
C: -2.083 0.753 -5.639
C: -1.987 0.908 -4.229
C: -0.893 1.508 -3.680
C: 0.138 1.969 -4.583
O: 1.213 2.599 -3.955
O: -3.217 0.183 -6.127
H: 0.857 2.004 -6.646
H: -0.945 0.806 -7.514
H: -2.862 0.668 -3.672
H: -0.696 1.809 -2.675
H: 1.962 2.918 -4.553
H: -3.830 0.111 -5.419

(3)
DFT (ωB97M-V/def2-TZVPD) results for the ion C4H7BrNO with charge +1 at a distorted geometry.

The value obtained for the HOMO energy is -13.15 eV. The max |F| is 0.1087 Eh/bohr. The value obtained for the frontier orbital gap is 8.324 eV. The charge is +1.

Geometry (Å):
C: -1.327 0.277 0.324
C: -2.438 0.463 -0.424
C: 0.006 0.934 -0.038
C: 0.534 -1.244 0.734
N: 1.114 -0.038 0.321
O: 0.438 -2.062 -0.282
Br: -4.112 -0.130 0.101
H: -1.330 -0.376 1.208
H: 0.028 1.320 -0.995
H: 0.045 1.834 0.584
H: -2.306 0.954 -1.442
H: 1.938 -0.084 -0.359
H: 1.582 0.423 1.212
H: -0.029 -2.808 -0.039

What are the energy above the lowest of the compared OMol25 structures with the same formula, charge and spin values for these records? In order: 112.1; 28.1; 89.5 kcal/mol.
What are the electronic energy values for these records? In order: -505.0019; -4623.4445; -2860.2107 Eh.